# 1
93
Properties=species:S:1:pos:R:3:forces:R:3 method="wB97M-V/def2-TZVPD" relative_energy_kj_mol=244.91 spin_multiplicity=1 total_charge=0 orbital_gap_ev=6.65
Li -0.872 -1.549 -0.183 -0.4 0.0 -0.6
C 4.916 -3.964 0.695 -0.3 0.4 -0.8
C 4.919 -2.951 1.643 -0.3 0.6 -1.4
C 4.524 -1.656 1.276 -0.2 -0.6 0.4
C 4.161 -1.393 -0.030 0.8 0.5 0.2
C 4.236 -2.387 -1.003 -0.5 0.1 -0.3
C 4.550 -3.692 -0.646 0.2 0.2 0.7
Sb 3.846 0.591 -0.742 -0.7 0.8 -0.6
C 4.277 1.914 0.976 1.7 1.0 -0.6
C 3.473 1.842 2.104 0.1 -0.7 0.9
C 3.743 2.578 3.266 -0.1 1.2 0.0
C 4.726 3.597 3.257 -0.2 -0.9 0.1
C 5.469 3.775 2.106 0.2 -0.3 -1.3
C 5.288 2.936 0.971 -0.2 -0.3 0.2
C 5.662 0.600 -1.932 0.2 -0.2 0.4
C 6.885 0.591 -1.282 1.2 -0.1 0.1
C 8.089 0.545 -2.011 -1.0 0.2 -0.8
C 8.005 0.517 -3.423 0.2 -0.1 0.4
C 6.786 0.464 -4.103 0.4 0.1 0.4
C 5.636 0.485 -3.327 -0.4 0.2 0.3
H 5.221 -4.951 0.993 0.0 -0.3 -0.1
H 5.302 -3.126 2.607 0.2 -0.3 1.2
H 4.476 -0.861 2.014 0.2 -0.1 0.0
H 4.016 -2.083 -2.045 0.2 -0.6 0.5
H 4.541 -4.462 -1.408 0.1 -0.1 0.2
H 2.697 1.075 2.157 0.0 0.3 0.0
H 3.113 2.479 4.161 0.3 -0.2 -0.4
H 5.000 4.187 4.143 -0.5 -0.3 -0.4
H 6.214 4.582 2.061 -0.3 -0.5 0.0
H 5.978 3.086 0.105 -0.8 -0.2 0.7
H 6.943 0.580 -0.185 -0.1 0.1 -0.4
H 9.039 0.583 -1.486 -0.1 -0.1 -0.2
H 8.886 0.512 -4.047 0.3 0.0 0.2
H 6.788 0.428 -5.213 -0.2 0.0 1.0
H 4.672 0.400 -3.775 -0.6 0.1 -0.5
N 0.274 -1.668 6.760 -0.4 -0.6 -0.1
C 0.350 -0.642 5.898 1.8 3.0 1.6
O 0.635 0.497 6.331 -0.7 -1.7 -1.1
C 0.213 -0.903 4.452 -0.7 0.7 -2.2
C -0.054 0.183 3.548 0.3 -0.5 2.2
C -0.440 -0.049 2.249 0.1 1.6 0.2
N -0.597 -1.282 1.798 0.2 -0.5 -1.1
C -0.185 -2.290 2.554 -0.7 -0.8 -0.1
C 0.237 -2.165 3.860 0.5 0.5 0.2
H 0.321 -1.437 7.751 -0.1 -0.2 -0.6
H -0.172 -2.507 6.430 0.0 -0.2 0.4
H 0.014 1.193 3.952 -0.1 -0.2 -0.2
H -0.624 0.861 1.609 0.0 -1.4 0.4
H -0.315 -3.319 2.191 0.2 0.6 -0.3
H 0.692 -3.044 4.287 -0.3 -0.1 0.6
S 0.345 2.547 -0.431 -1.4 1.0 -0.4
C -0.878 3.319 -1.324 0.8 -0.9 -0.6
N -2.035 3.880 -0.953 0.3 0.1 0.2
C -2.913 4.450 -1.967 0.1 2.1 0.0
C -2.321 4.165 -3.366 -0.8 -1.1 -0.1
S -0.719 3.339 -3.122 -0.4 0.1 1.2
H -2.265 4.018 0.032 0.3 -0.3 -0.5
H -3.044 5.581 -1.807 0.5 -1.5 -0.1
H -3.910 4.063 -1.865 -0.4 -0.5 0.0
H -2.169 5.026 -3.974 0.2 1.0 0.0
H -3.028 3.555 -3.966 0.6 -0.1 0.6
Cl -4.167 1.052 1.144 0.5 0.7 -0.1
C -5.418 -0.050 1.438 -1.4 -1.8 -0.5
C -5.990 -0.188 2.708 1.4 1.0 0.0
C -6.791 -1.253 3.017 -0.8 0.0 0.5
C -7.267 -2.076 2.017 -0.2 -0.2 -0.4
C -6.822 -1.873 0.718 -0.4 0.2 0.1
Cl -7.613 -2.787 -0.531 0.4 0.0 0.0
C -5.831 -0.927 0.392 -0.1 0.2 0.3
N -5.199 -0.967 -0.858 1.4 -0.7 0.3
C -5.577 -0.537 -2.094 -0.7 1.5 -2.0
C -6.670 0.367 -2.271 0.2 -1.0 1.5
C -7.091 0.750 -3.512 0.3 0.7 -1.7
C -6.305 0.466 -4.640 -0.3 -0.5 0.0
C -5.195 -0.362 -4.500 0.4 -0.2 0.2
C -4.813 -0.901 -3.268 -0.4 -0.4 1.3
C -3.742 -2.013 -3.202 -0.4 0.2 -0.1
C -2.418 -1.776 -2.455 1.2 -2.1 -0.3
O -1.380 -2.393 -2.882 -1.8 1.0 -0.7
O -2.461 -1.196 -1.347 0.2 0.7 0.9
H -5.712 0.552 3.461 0.0 -0.4 -0.1
H -7.126 -1.390 4.044 0.0 0.1 -0.3
H -8.037 -2.825 2.208 0.4 0.1 0.0
H -4.191 -1.197 -0.865 -0.3 0.2 0.5
H -7.221 0.700 -1.373 0.3 -0.3 -0.5
H -7.999 1.332 -3.706 0.3 -0.1 0.5
H -6.619 0.785 -5.636 0.1 0.0 0.4
H -4.589 -0.653 -5.367 -0.4 0.2 0.2
H -3.470 -2.296 -4.214 -0.1 -0.1 -0.1
H -4.188 -2.931 -2.723 0.4 0.8 -0.3
O 0.259 -2.793 -1.094 1.1 0.3 -0.7
H 1.197 -2.519 -1.181 -0.7 -0.4 0.1
H -0.168 -2.739 -2.049 -0.1 0.3 1.4

=====

# 2
93
Properties=species:S:1:pos:R:3:forces:R:3 method="wB97M-V/def2-TZVPD" relative_energy_kj_mol=51.96 spin_multiplicity=4 total_charge=0 s_squared=3.78 orbital_gap_ev="5.48 / 6.15"
Mo -0.194 -0.206 1.595 1.4 0.0 -0.1
C 2.393 -2.217 1.436 0.1 -0.2 0.0
N 1.932 -1.114 2.294 -0.1 0.0 -0.1
C 2.803 0.068 2.111 0.1 0.2 0.1
C 2.227 1.276 2.826 0.1 -0.2 0.0
N 0.991 1.729 2.152 0.0 0.2 0.2
C 1.339 2.674 1.072 0.2 0.0 -0.3
C 0.094 2.464 3.045 -0.3 0.3 0.2
C 0.569 3.242 4.088 0.2 0.0 -0.1
C -0.310 3.950 4.896 0.0 0.0 0.0
C -1.669 3.923 4.629 0.0 0.0 0.0
C -2.147 3.169 3.569 0.1 0.0 0.0
C -1.276 2.427 2.779 0.1 0.0 -0.1
S -1.916 1.413 1.485 -0.5 0.1 -0.3
C 1.984 -1.544 3.697 -0.1 -0.1 0.4
C 3.128 -2.138 4.220 0.1 0.0 -0.1
C 3.178 -2.545 5.541 0.0 0.0 0.0
C 2.073 -2.354 6.360 0.0 0.0 0.0
C 0.943 -1.738 5.860 0.1 0.0 0.0
C 0.889 -1.314 4.529 0.1 0.1 -0.3
S -0.508 -0.434 3.980 -0.5 0.0 0.1
H 2.423 -1.887 0.408 0.0 0.1 -0.1
H 1.707 -3.053 1.536 0.0 0.0 0.0
H 3.399 -2.554 1.699 0.0 0.1 0.0
H 2.888 0.271 1.040 0.0 -0.1 0.0
H 3.810 -0.132 2.496 0.0 -0.1 0.0
H 2.977 2.073 2.843 0.0 0.0 0.0
H 1.988 1.005 3.853 0.0 0.0 0.0
H 1.817 3.565 1.490 0.0 0.0 0.0
H 0.438 2.971 0.549 -0.2 0.0 -0.1
H 2.022 2.213 0.355 0.0 0.0 0.0
H 1.631 3.303 4.292 0.0 -0.1 0.0
H 0.079 4.517 5.731 0.0 0.0 0.0
H -2.355 4.485 5.249 0.0 0.0 0.0
H -3.207 3.113 3.355 0.0 0.0 0.0
H 4.003 -2.297 3.601 0.0 0.0 0.0
H 4.072 -3.017 5.925 0.0 0.0 0.0
H 2.100 -2.682 7.391 0.0 0.0 0.0
H 0.077 -1.571 6.487 0.0 0.0 0.0
F 1.314 -5.867 -3.499 0.0 0.1 0.0
C 2.262 -5.180 -2.849 0.2 -0.4 -0.1
F 3.301 -5.014 -3.688 -0.1 0.0 0.1
F 2.693 -5.950 -1.836 -0.1 0.1 0.0
C 1.750 -3.863 -2.352 -0.2 0.5 0.1
C 2.581 -2.754 -2.314 0.0 -0.3 -0.1
C 2.108 -1.565 -1.817 -0.2 0.2 0.0
N 0.844 -1.431 -1.343 0.6 -1.1 -0.2
C 0.014 -2.494 -1.463 0.0 0.3 0.3
C 0.434 -3.709 -1.933 0.3 -0.3 -0.2
H 3.599 -2.816 -2.672 0.0 0.1 0.0
H 2.725 -0.679 -1.794 0.0 0.0 0.1
H -1.008 -2.332 -1.157 0.0 0.0 0.1
H -0.275 -4.524 -1.984 0.0 0.0 0.1
C 0.407 -0.243 -0.697 -1.4 1.0 -0.2
Ge -1.128 0.546 -1.844 0.5 0.3 -0.3
C -0.918 -0.016 -3.757 0.0 0.0 0.3
C -0.189 -1.059 -4.322 0.0 0.1 0.0
C -0.228 -1.303 -5.691 0.0 0.0 0.0
C -0.994 -0.503 -6.521 0.0 0.0 0.0
C -1.724 0.545 -5.977 0.0 0.0 0.0
C -1.685 0.780 -4.613 0.0 0.0 0.0
C -0.533 2.432 -2.033 -0.2 -0.3 0.1
C -1.233 3.572 -1.652 -0.1 -0.1 0.1
C -0.702 4.838 -1.865 0.0 0.0 0.0
C 0.547 4.980 -2.450 0.0 0.0 0.0
C 1.257 3.852 -2.839 0.0 0.0 0.0
C 0.712 2.593 -2.642 0.0 0.0 0.0
C -3.062 0.173 -1.665 0.6 0.1 0.1
C -3.497 -1.085 -2.076 0.0 0.0 0.0
C -4.849 -1.384 -2.137 0.0 0.0 0.0
C -5.788 -0.420 -1.807 0.0 0.0 0.0
C -5.367 0.845 -1.423 -0.1 0.0 0.0
C -4.014 1.140 -1.354 0.0 0.0 0.1
H 1.194 0.503 -0.825 0.0 0.0 -0.1
H 0.423 -1.704 -3.707 0.0 0.0 -0.2
H 0.344 -2.126 -6.102 0.0 0.0 0.0
H -1.027 -0.697 -7.585 0.0 0.0 0.0
H -2.326 1.178 -6.617 0.0 0.0 0.0
H -2.264 1.599 -4.198 0.0 0.0 -0.1
H -2.196 3.479 -1.166 0.1 0.0 0.0
H -1.262 5.715 -1.565 0.0 0.0 0.0
H 0.965 5.966 -2.609 0.0 0.0 0.0
H 2.232 3.954 -3.300 0.0 0.0 0.0
H 1.256 1.718 -2.985 0.0 0.0 0.0
H -2.779 -1.846 -2.361 -0.1 0.0 -0.1
H -5.166 -2.371 -2.449 0.0 0.0 0.0
H -6.844 -0.648 -1.858 0.0 0.0 0.0
H -6.093 1.606 -1.169 0.0 0.0 0.0
H -3.708 2.129 -1.050 0.0 0.0 0.1
Cl -0.549 -3.875 2.535 0.0 -0.1 -0.1
Ge -1.738 -2.232 1.602 -0.3 -0.5 0.5
Cl -3.424 -2.064 2.957 -0.2 0.0 0.0
Cl -2.785 -3.442 0.055 0.1 -0.2 -0.1

=====

# 3
93
Properties=species:S:1:pos:R:3:forces:R:3 method="wB97M-V/def2-TZVPD" relative_energy_kj_mol=38.49 spin_multiplicity=2 total_charge=-1 s_squared=0.81 orbital_gap_ev="5.93 / 5.81"
Mn -0.063 -0.002 0.372 1.2 0.4 1.4
N 0.990 3.292 1.823 -0.1 0.1 -0.1
C 0.270 4.108 0.987 0.1 -0.1 0.2
C 0.700 5.436 0.795 0.0 0.0 0.0
C -0.093 6.352 0.140 0.0 0.0 0.0
C -1.347 5.984 -0.345 0.0 0.0 0.0
C -1.748 4.667 -0.207 0.0 0.0 0.0
C -0.943 3.697 0.399 0.0 0.0 -0.1
P -1.482 1.937 0.497 -0.3 0.2 -0.1
C -2.480 1.752 -1.049 0.0 0.1 0.0
C -3.523 0.825 -1.100 -0.1 0.0 -0.1
C -4.170 0.548 -2.300 0.1 0.0 0.1
C -3.784 1.182 -3.472 0.0 0.0 0.0
C -2.748 2.105 -3.435 0.0 0.0 0.1
C -2.105 2.385 -2.236 0.0 0.0 0.0
C -2.734 2.101 1.821 0.0 -0.1 0.0
C -4.049 2.495 1.586 0.0 0.0 0.0
C -4.940 2.631 2.642 0.1 0.0 0.0
C -4.524 2.379 3.943 0.0 0.0 0.0
C -3.208 2.011 4.186 0.0 0.0 0.0
C -2.315 1.876 3.131 -0.1 0.0 0.0
H 1.954 3.521 1.989 0.0 0.0 0.0
H 0.808 2.298 1.843 -0.1 -0.1 0.0
H 1.655 5.737 1.213 0.0 0.0 0.0
H 0.258 7.372 0.023 0.0 0.0 0.0
H -1.994 6.709 -0.823 0.0 0.0 0.0
H -2.714 4.372 -0.598 0.0 0.0 0.0
H -3.822 0.309 -0.198 0.0 0.0 0.0
H -4.976 -0.177 -2.313 0.0 0.0 0.0
H -4.284 0.957 -4.408 0.0 0.0 0.0
H -2.429 2.602 -4.344 0.0 0.0 0.0
H -1.302 3.112 -2.222 0.0 0.0 0.0
H -4.390 2.684 0.575 0.0 0.0 0.0
H -5.963 2.930 2.447 0.0 0.0 0.0
H -5.227 2.459 4.763 0.0 0.0 0.0
H -2.874 1.809 5.197 0.0 0.0 0.0
H -1.293 1.574 3.320 0.0 0.0 0.0
S 0.599 -0.232 2.734 -0.3 0.0 -0.3
C -0.760 -0.999 3.509 0.5 0.1 1.0
C -0.673 -1.219 4.942 0.0 0.1 -0.5
N -0.571 -1.381 6.079 0.0 0.0 -0.1
C -1.868 -1.365 2.847 -0.8 -0.3 -0.2
S -2.089 -1.145 1.138 -0.1 0.0 -0.4
C -2.979 -1.977 3.549 0.3 0.2 -0.2
N -3.876 -2.461 4.086 0.0 0.0 0.0
S 2.307 0.807 0.510 -0.4 -0.4 -0.5
C 2.912 -0.820 0.463 1.1 -0.2 0.1
N 4.190 -1.070 0.553 -0.5 0.3 0.5
N 4.583 -2.363 0.766 -0.2 -0.7 -0.1
C 4.100 -3.345 1.664 0.3 0.7 -0.4
C 4.665 -4.614 1.572 0.0 -0.3 0.0
C 4.282 -5.626 2.445 0.1 0.1 -0.1
C 3.335 -5.383 3.430 0.0 0.1 0.0
C 2.792 -4.106 3.533 0.0 0.0 0.0
C 3.165 -3.091 2.667 -0.1 0.1 0.1
N 2.109 -1.941 0.167 0.9 0.1 0.1
N 0.918 -1.719 -0.013 -1.3 -0.7 -0.4
C 0.228 -2.899 -0.525 0.1 0.3 0.0
C 0.691 -4.178 -0.259 0.1 -0.1 0.2
C -0.002 -5.274 -0.750 0.0 0.0 0.0
C -1.145 -5.095 -1.521 0.0 0.1 0.0
C -1.585 -3.810 -1.806 0.1 0.0 0.0
C -0.900 -2.712 -1.303 -0.2 0.0 -0.2
H 5.516 -2.523 0.436 0.1 0.1 0.1
H 5.401 -4.811 0.798 0.0 0.0 0.0
H 4.730 -6.608 2.350 0.0 0.0 0.0
H 3.031 -6.170 4.109 0.0 0.0 0.0
H 2.061 -3.885 4.304 0.0 0.0 0.0
H 2.729 -2.107 2.795 0.0 0.0 -0.1
H 1.575 -4.303 0.353 0.0 0.0 0.0
H 0.350 -6.271 -0.521 0.0 0.0 0.0
H -1.697 -5.953 -1.883 0.0 0.0 0.0
H -2.473 -3.654 -2.406 0.0 0.0 0.0
H -1.234 -1.711 -1.538 -0.1 0.0 0.1
O 0.152 0.425 -1.624 -0.6 -0.5 -0.1
C 0.540 0.903 -2.671 0.1 0.1 0.0
C 1.373 2.143 -2.758 0.1 0.1 0.0
C 2.850 1.715 -2.956 0.0 0.0 0.0
C 3.148 0.557 -3.929 -0.1 0.0 0.1
C 2.604 -0.817 -3.487 -0.1 0.1 0.0
C 1.141 -1.052 -3.902 0.0 0.2 0.0
N 0.384 0.222 -3.864 0.0 -0.3 0.0
H 1.283 2.714 -1.834 0.0 0.0 0.0
H 1.023 2.754 -3.597 0.0 0.0 0.0
H 3.227 1.432 -1.971 0.0 0.0 0.0
H 3.411 2.596 -3.275 0.0 0.0 0.0
H 4.235 0.488 -3.996 0.0 0.0 0.0
H 2.801 0.795 -4.945 0.0 0.0 0.0
H 2.687 -0.888 -2.397 0.0 0.0 0.0
H 3.223 -1.615 -3.901 0.0 0.0 0.0
H 0.660 -1.771 -3.247 -0.1 -0.1 0.0
H 1.076 -1.432 -4.921 0.0 0.0 0.0
H 0.654 0.809 -4.639 0.1 0.0 0.0